192
Properties=species:S:1:pos:R:3:forces:R:3:lowdin_charge:R:1 method="wB97M-V/def2-TZVPD" total_energy_ha=-3542.2233 lumo_energy_ev=0.5919 e_above_lowest_kcal_mol=90.7 homo_energy_ev=-8.29 smiles=COCCNCCOC.COCCNCCOC.COCCNCCOC.COCCNCCOC.COCCNCCOC.COCCNCCOC.COCCNCCOC.COCCNCCOC gap_ev=8.8852
C 4.142914 -5.645204 0.320212 -0.46 0.67 -0.22 -0.113
O 4.762336 -5.098295 1.427141 1.94 0.31 1.25 -0.197
C 4.062452 -4.942716 2.652458 -0.51 -1.41 -1.12 -0.212
C 3.407408 -3.609296 2.782545 0.79 0.25 1.09 -0.207
N 4.436352 -2.715955 3.307464 -0.58 0.42 0.23 -0.056
C 3.991981 -1.335697 3.400757 -0.45 0.95 -0.51 -0.217
C 2.825690 -1.024740 4.349122 -0.62 -0.89 -0.20 -0.143
O 1.506237 -1.240273 3.661793 1.92 0.20 0.60 -0.232
C 0.382499 -1.238960 4.513410 -0.03 -0.24 0.59 -0.120
H 3.316001 -4.964078 0.119220 -0.63 -0.56 -0.73 0.080
H 3.852334 -6.686213 0.461474 -0.37 -0.11 0.13 0.086
H 4.847240 -5.605758 -0.510736 -0.09 0.09 0.02 0.073
H 4.794589 -5.131805 3.437510 -0.13 0.27 0.11 0.128
H 3.278503 -5.694959 2.739864 -0.04 -0.46 -0.12 0.118
H 2.634384 -3.720313 3.542935 -0.32 0.30 -0.21 0.124
H 3.018364 -3.236967 1.834854 -0.37 -0.18 -0.07 0.101
H 5.141586 -2.708267 2.584488 0.53 -0.06 0.08 0.110
H 3.679208 -0.983048 2.417952 -0.21 0.25 -0.41 0.107
H 4.873531 -0.742628 3.644161 -0.13 0.20 0.35 0.119
H 2.853504 -0.046123 4.828343 -0.07 0.50 -0.70 0.108
H 3.003143 -1.657716 5.218580 -0.72 -0.76 0.08 0.108
H -0.545758 -1.218770 3.942422 0.21 0.31 -0.42 0.083
H 0.390313 -0.412934 5.224555 0.00 0.21 0.00 0.079
H 0.298859 -2.158428 5.092795 0.32 -0.23 0.22 0.085
C -2.775757 -2.384324 -2.867709 0.28 -0.18 1.08 -0.109
O -3.129653 -3.718631 -3.129086 0.07 0.09 0.31 -0.179
C -2.883435 -4.178797 -4.424809 -0.68 -1.66 -0.10 -0.225
C -2.971948 -5.733534 -4.415250 0.97 0.96 1.16 -0.184
N -1.770335 -6.293388 -3.764903 -0.31 -1.16 -1.45 -0.052
C -1.780389 -7.772066 -3.666174 1.22 1.07 0.86 -0.199
C -0.621618 -8.144134 -2.747501 0.24 0.27 1.37 -0.194
O -0.679593 -7.325850 -1.531018 -0.89 -0.86 -1.89 -0.241
C 0.337310 -7.510019 -0.564107 -1.30 0.29 -0.85 -0.095
H -2.874641 -2.275110 -1.787709 -0.32 0.11 0.07 0.086
H -3.386669 -1.618269 -3.345253 -0.01 -0.11 -0.39 0.083
H -1.708818 -2.214527 -3.012266 0.18 0.11 -0.63 0.063
H -1.893903 -3.910821 -4.795102 0.13 0.25 -0.03 0.117
H -3.671977 -3.841657 -5.097599 0.03 0.41 -0.27 0.116
H -3.094046 -6.034571 -5.455708 0.34 -0.39 0.02 0.113
H -3.829850 -6.076943 -3.837161 -0.59 0.28 -0.19 0.113
H -1.572037 -5.911221 -2.851272 -0.48 0.17 0.07 0.084
H -1.564380 -8.239816 -4.626722 -0.23 0.10 -0.19 0.116
H -2.668551 -8.232965 -3.233918 -0.55 0.28 -0.07 0.112
H 0.340263 -8.036207 -3.248742 0.19 0.43 -0.05 0.104
H -0.685473 -9.189655 -2.445976 -0.13 -0.26 0.02 0.114
H 0.405814 -8.558276 -0.273298 0.36 -0.14 0.01 0.084
H -0.120808 -6.935438 0.240916 1.01 0.10 0.40 0.096
H 1.237654 -7.094325 -1.016535 0.52 -0.08 0.73 0.079
C -4.388191 5.259994 3.765745 0.00 -1.88 0.71 -0.144
O -3.382419 6.000800 3.204165 0.40 1.50 -0.42 -0.207
C -3.823823 7.115525 2.439072 -0.66 -0.18 -0.50 -0.196
C -4.535842 6.671072 1.160015 1.91 -0.62 -0.35 -0.181
N -3.521238 5.890687 0.399787 -0.58 -0.19 -0.64 -0.041
C -4.089543 5.255175 -0.780334 -0.21 0.90 -0.21 -0.204
C -4.433287 6.267662 -1.839562 -0.82 0.38 -1.93 -0.219
O -5.657508 6.955478 -1.760274 -1.86 0.26 2.36 -0.196
C -5.945250 7.774533 -2.836648 0.92 0.67 -1.04 -0.126
H -3.839153 4.513339 4.339474 -0.27 -0.20 0.31 0.086
H -4.954125 4.685416 3.032479 -0.34 0.12 -0.19 0.086
H -5.065094 5.766126 4.454033 -0.04 0.49 -0.11 0.094
H -2.902768 7.667928 2.253048 -0.31 0.18 -0.30 0.128
H -4.568778 7.728432 2.946501 0.23 0.17 0.75 0.117
H -4.861645 7.510000 0.545080 0.23 0.15 0.11 0.116
H -5.446257 6.106064 1.360038 -0.14 -0.25 0.25 0.111
H -3.120447 5.128130 0.927000 -0.12 0.29 0.65 0.070
H -4.930018 4.609886 -0.524777 -0.46 -0.03 -0.16 0.124
H -3.381078 4.626824 -1.320085 0.46 -0.12 0.49 0.114
H -4.591705 5.748856 -2.785002 0.86 -0.53 -0.42 0.104
H -3.670890 7.034685 -1.975698 0.63 -0.26 0.17 0.134
H -5.271091 8.629624 -2.885902 0.74 0.01 -0.09 0.088
H -6.890445 8.316132 -2.873627 -0.57 -0.90 0.83 0.091
H -5.836709 7.207514 -3.761206 -0.03 0.00 -0.37 0.066
C 6.197764 1.921344 1.461425 0.85 0.65 -1.49 -0.161
O 5.613298 2.043483 2.682807 -2.66 0.11 1.69 -0.168
C 4.151062 2.171090 2.711531 0.71 -0.04 1.20 -0.179
C 3.569618 3.558119 2.445729 0.54 -0.42 -1.03 -0.197
N 3.766112 3.983855 1.083747 -0.29 1.01 -0.46 -0.097
C 3.223432 3.155906 0.018739 1.74 0.99 -0.85 -0.178
C 3.721477 3.772098 -1.382230 -1.80 -0.24 1.38 -0.184
O 3.464347 2.951818 -2.497731 0.37 -0.21 -0.16 -0.190
C 2.111072 2.687472 -2.841313 0.04 0.50 0.33 -0.101
H 6.219640 2.880751 0.944552 0.16 0.26 -0.23 0.070
H 5.696434 1.249914 0.764321 -0.01 -0.54 0.14 0.088
H 7.235701 1.643514 1.644744 -0.04 -0.31 -0.24 0.094
H 3.873784 1.882402 3.725367 0.17 0.08 0.23 0.107
H 3.630080 1.428479 2.107215 0.41 -0.13 -0.53 0.101
H 3.963027 4.335706 3.100467 0.02 -0.21 0.19 0.126
H 2.488420 3.488718 2.565305 -0.24 -0.10 0.51 0.089
H 4.617420 4.497925 0.907398 -0.09 -0.40 -0.12 0.105
H 2.140437 3.128082 0.138915 -0.12 -0.06 -0.30 0.103
H 3.636839 2.149625 0.086593 -0.25 -0.37 -0.29 0.094
H 4.780788 4.015646 -1.300708 0.15 -0.58 -0.24 0.114
H 3.232535 4.737135 -1.515480 -0.27 0.22 0.03 0.114
H 1.552934 2.247912 -2.014652 0.15 -0.63 -0.01 0.073
H 2.122239 2.086942 -3.750907 0.04 -0.28 0.35 0.089
H 1.514038 3.566926 -3.082560 0.32 0.64 -0.10 0.082
C -5.478939 7.750999 -7.091287 0.71 -0.27 0.30 -0.112
O -4.694464 6.645086 -6.613058 -2.01 -0.94 -0.04 -0.191
C -5.554599 5.476977 -6.319042 0.57 0.94 0.43 -0.211
C -4.640940 4.353829 -5.921116 -0.27 -0.69 -0.01 -0.216
N -5.402338 3.114420 -5.664994 -0.02 1.37 0.50 -0.059
C -4.671854 1.979922 -5.127126 -1.15 -0.66 -0.77 -0.218
C -3.746237 2.246821 -3.987711 -0.15 0.36 -0.88 -0.268
O -2.978571 1.078555 -3.848392 0.84 0.56 2.05 -0.180
C -2.201855 1.206964 -2.615227 0.22 -0.09 -1.36 -0.085
H -4.780705 8.566868 -7.278158 0.04 -0.17 -0.34 0.085
H -6.177732 8.156687 -6.359701 -0.21 -0.36 0.33 0.075
H -6.031989 7.466770 -7.986521 0.04 0.12 -0.15 0.083
H -6.230225 5.154796 -7.111407 0.23 0.40 -0.72 0.118
H -6.217722 5.681785 -5.478553 -0.04 0.36 0.18 0.107
H -4.164713 4.684875 -4.998233 0.30 -0.19 -0.16 0.098
H -3.920423 4.221554 -6.728237 0.52 0.04 0.07 0.126
H -5.903152 2.852025 -6.501918 0.02 -0.13 0.04 0.107
H -4.130837 1.456785 -5.915626 0.51 -0.06 -0.05 0.121
H -5.420303 1.269111 -4.776870 -0.09 -0.16 -0.02 0.121
H -4.298100 2.499872 -3.082438 -0.05 0.01 0.24 0.128
H -3.138586 3.101418 -4.285229 0.53 0.08 0.41 0.111
H -1.669069 2.156414 -2.562532 0.00 0.35 -0.37 0.078
H -1.418602 0.452925 -2.692996 -0.32 -0.28 0.47 0.078
H -2.805657 1.195233 -1.707830 -0.21 -0.59 -0.07 0.088
C 1.491394 -1.097088 8.473052 -1.32 -0.09 -0.26 -0.079
O 0.269034 -0.467501 8.030454 0.11 0.29 0.42 -0.217
C -0.622450 -0.029841 9.073090 0.90 -0.64 0.41 -0.197
C -0.106427 1.224491 9.809080 0.49 -0.27 -0.62 -0.209
N 0.132136 2.358344 8.940911 -0.80 0.80 -0.59 -0.054
C -1.079865 2.893398 8.305945 -0.26 0.17 0.86 -0.216
C -0.769115 4.043016 7.365452 0.43 -0.65 0.51 -0.222
O 0.110323 3.510244 6.365939 -0.93 0.93 -0.62 -0.193
C 0.503096 4.495594 5.382159 0.06 -0.56 1.16 -0.076
H 1.306711 -2.050221 8.968555 -0.42 -0.25 0.05 0.081
H 2.040483 -0.519820 9.216938 0.31 0.40 -0.49 0.080
H 1.990976 -1.336557 7.534344 0.51 0.36 0.33 0.073
H -0.714794 -0.870465 9.760779 -0.08 -0.04 0.45 0.111
H -1.620409 0.096230 8.653232 0.22 0.23 -0.32 0.110
H 0.860018 1.043113 10.279366 0.03 -0.45 0.05 0.103
H -0.751963 1.495033 10.644656 -0.35 0.08 -0.16 0.117
H 0.771299 2.140910 8.189719 0.23 -0.34 0.08 0.099
H -1.711569 3.258957 9.115523 -0.06 0.39 0.17 0.117
H -1.728384 2.146919 7.847372 0.24 -0.29 -0.60 0.107
H -0.332936 4.843016 7.963649 0.86 0.05 -0.02 0.118
H -1.677285 4.536538 7.019379 -0.29 -0.48 -0.79 0.116
H 1.023461 5.250572 5.971492 0.32 0.38 -0.53 0.089
H -0.318960 4.951254 4.830161 -0.35 -0.07 0.22 0.074
H 1.141381 3.997451 4.652404 0.15 0.06 0.25 0.070
C -1.080415 3.733369 2.298151 0.37 0.30 0.78 -0.117
O -1.138662 2.648541 1.444992 -0.86 -0.46 -1.68 -0.190
C -0.283834 1.562650 1.736557 -1.35 -0.87 0.96 -0.200
C -0.765560 0.353523 0.889244 2.32 0.41 -0.16 -0.165
N 0.274142 -0.716331 0.816608 -0.69 1.12 -1.36 -0.050
C -0.166198 -1.832601 -0.036710 0.94 0.34 1.58 -0.195
C 0.799000 -3.004007 0.183644 -1.23 0.14 -0.18 -0.222
O 0.372393 -4.088227 -0.602404 0.16 -0.59 -0.07 -0.184
C 0.738994 -4.129202 -1.962899 0.67 -0.03 0.12 -0.083
H -1.656428 4.612761 2.010090 0.08 -0.30 -0.82 0.065
H -0.032897 4.027927 2.361774 0.13 0.34 0.62 0.082
H -1.544799 3.492708 3.254461 0.49 -0.23 0.56 0.089
H -0.442046 1.280735 2.777521 0.26 0.10 0.49 0.113
H 0.766434 1.829628 1.619262 0.15 -0.17 -0.40 0.104
H -0.846630 0.833057 -0.086251 -0.23 -0.51 -0.45 0.094
H -1.739528 -0.046782 1.170757 -0.20 0.24 0.34 0.116
H 0.651844 -1.030837 1.698955 -0.26 0.08 0.29 0.065
H -0.190622 -1.583603 -1.097606 0.00 0.33 0.00 0.103
H -1.166204 -2.102816 0.302514 -0.30 -0.54 -0.38 0.114
H 0.716825 -3.358248 1.211195 -0.03 0.08 0.15 0.121
H 1.837688 -2.702067 0.049242 0.18 0.02 -0.50 0.114
H 1.809973 -3.982594 -2.102925 0.32 -0.15 0.26 0.061
H 0.291835 -3.359383 -2.591800 -0.58 0.00 0.03 0.066
H 0.505545 -5.136130 -2.308873 -0.23 0.23 -0.19 0.079
C 1.849003 -2.496964 -5.448304 -0.19 0.25 0.85 -0.110
O 2.740725 -3.517681 -5.026808 0.50 0.19 0.33 -0.193
C 3.715758 -3.105658 -4.029314 0.01 -0.77 -1.02 -0.193
C 4.805275 -4.187595 -3.893319 -1.16 -0.49 0.53 -0.182
N 4.361939 -5.430601 -3.227526 -1.11 0.80 -0.24 -0.074
C 5.300913 -6.518363 -3.314015 -0.25 -0.05 0.26 -0.206
C 4.587483 -7.868112 -2.982828 2.23 0.77 0.52 -0.236
O 3.883756 -8.234607 -4.117277 -1.26 -0.58 -0.31 -0.169
C 3.130868 -9.415161 -3.903202 -0.31 -0.35 -0.45 -0.106
H 1.027416 -2.366415 -4.743990 -0.22 -0.23 0.33 0.063
H 1.374081 -2.714668 -6.404932 0.49 -0.29 -0.06 0.088
H 2.311096 -1.509868 -5.463147 0.42 0.03 -0.37 0.080
H 3.238502 -2.862113 -3.080096 -0.05 -0.04 0.07 0.102
H 4.251131 -2.234299 -4.406436 -0.14 0.36 0.01 0.114
H 5.589886 -3.754846 -3.272652 0.30 0.02 -0.23 0.119
H 5.141561 -4.424829 -4.902634 0.44 0.22 -0.20 0.117
H 3.535678 -5.760149 -3.705843 -0.43 0.22 -0.14 0.101
H 6.145104 -6.194090 -2.705495 0.17 -0.83 0.50 0.113
H 5.707709 -6.592345 -4.322543 0.08 -0.37 -0.39 0.111
H 4.017310 -7.872580 -2.053858 -0.68 0.62 -0.07 0.109
H 5.339581 -8.623234 -2.754243 0.49 -0.23 -0.21 0.116
H 2.379558 -9.334058 -3.117683 0.10 0.34 0.35 0.070
H 3.750327 -10.285029 -3.684782 0.39 0.04 0.21 0.087
H 2.569926 -9.688139 -4.797034 0.18 0.41 -0.25 0.090